Density functional theory data (ωB97M-V with the def2-TZVPD basis set) for a 9-piece molecular cluster, C36H41F13N2O34S2 overall.

Geometry as XYZ:
```
128
Properties=species:S:1:pos:R:3
C 3.43 -2.11 -4.75
C 3.30 -0.79 -3.92
C 4.10 -0.77 -2.62
N 3.51 -1.37 -1.42
C 2.09 -1.50 -1.33
C 1.13 -0.28 -1.47
C 1.86 1.11 -1.41
C 0.99 2.15 -0.62
C 1.95 3.05 0.17
O 2.79 3.61 -0.43
O 1.86 3.19 1.53
O 1.81 -2.72 -2.08
S 2.68 -3.91 -1.36
O 3.98 -4.14 -1.89
O 2.03 -5.17 -1.37
O 2.67 -3.18 0.14
C 1.77 -2.06 0.12
C 2.18 -1.17 1.30
O 2.64 -1.93 2.42
N 2.50 -1.03 3.52
O 2.01 -1.61 4.41
S 0.14 -2.86 0.51
O -0.24 -2.39 1.82
O 0.21 -4.29 0.62
C -1.31 -2.49 -0.57
F -2.33 -3.19 0.01
F -1.71 -1.21 -0.51
C -1.30 -3.04 -2.05
F -2.59 -3.27 -2.36
F -0.70 -4.19 -2.17
F -0.90 -2.14 -2.92
H 2.78 -1.96 -5.62
H 4.45 -2.19 -5.13
H 3.07 -2.99 -4.22
H 3.71 0.00 -4.57
H 2.22 -0.57 -3.84
H 5.07 -1.27 -2.82
H 4.38 0.28 -2.40
H 3.99 -1.13 -0.57
H 0.50 -0.27 -0.57
H 0.54 -0.26 -2.39
H 2.76 0.94 -0.79
H 2.17 1.46 -2.40
H 0.44 2.74 -1.36
H 0.33 1.66 0.11
H 2.72 2.93 1.90
H 1.37 -0.47 1.58
H 3.03 -0.51 1.03
C -1.55 -7.35 1.25
C -2.19 -7.29 -0.11
O -3.56 -7.48 0.18
C -3.76 -6.99 1.44
O -4.82 -6.74 1.90
O -2.58 -6.81 2.09
F -1.76 -8.30 -0.90
H -1.33 -8.37 1.56
H -0.64 -6.75 1.31
H -2.05 -6.34 -0.63
C -4.55 -0.63 3.34
C -4.84 -0.75 1.88
O -4.67 0.58 1.41
C -3.74 1.15 2.24
O -3.15 2.15 2.01
O -3.57 0.42 3.37
F -6.12 -1.12 1.67
H -5.42 -0.33 3.92
H -4.14 -1.55 3.76
H -4.17 -1.42 1.33
C -8.18 -1.06 7.21
C -7.10 -0.16 6.67
O -7.82 0.99 6.28
C -8.91 1.07 7.11
O -9.57 2.03 7.25
O -9.11 -0.11 7.75
F -6.52 -0.71 5.57
H -8.67 -1.64 6.43
H -7.82 -1.73 7.98
H -6.33 0.11 7.39
C 1.11 6.37 -2.27
C -0.03 6.55 -3.24
O 0.17 5.48 -4.15
C 0.78 4.49 -3.44
O 0.86 3.36 -3.80
O 1.28 4.95 -2.27
F 0.08 7.72 -3.91
H 2.03 6.84 -2.61
H 0.87 6.74 -1.27
H -1.02 6.48 -2.80
C -3.93 4.00 -0.32
C -5.04 3.46 -1.18
O -5.08 4.38 -2.25
C -3.82 4.87 -2.39
O -3.42 5.46 -3.34
O -3.06 4.60 -1.29
F -6.23 3.48 -0.53
H -4.28 4.77 0.37
H -3.42 3.23 0.25
H -4.86 2.45 -1.56
C 1.27 -6.40 -5.28
C 0.92 -6.66 -6.72
O 0.93 -5.36 -7.29
C 1.82 -4.63 -6.55
O 2.29 -3.60 -6.89
O 2.12 -5.26 -5.38
F -0.33 -7.18 -6.84
H 0.39 -6.14 -4.68
H 1.78 -7.24 -4.81
H 1.63 -7.30 -7.25
C 6.15 5.75 -0.03
C 6.64 5.90 -1.44
O 5.46 6.25 -2.14
C 4.66 6.90 -1.25
O 3.72 7.56 -1.54
O 5.08 6.70 0.03
F 7.11 4.73 -1.94
H 5.75 4.75 0.17
H 6.92 5.97 0.71
H 7.39 6.69 -1.58
C 2.29 1.87 6.27
C 3.00 3.06 6.87
O 4.13 3.20 6.03
C 3.76 2.72 4.81
O 4.36 2.92 3.80
O 2.62 1.99 4.89
F 3.41 2.80 8.13
H 2.68 0.92 6.66
H 1.22 1.90 6.42
H 2.42 3.98 6.86
```

## Properties
Net charge: 0
F_max (eV/Å): 4.33
Kohn-Sham gap (hartree): 0.33469
Highest occupied orbital energy (eV): -9.93
E_LUMO (eV): -0.82
SMILES: CCCN[C@@]1(CCCC(=O)O)OS(=O)(=O)O[C@]1(CON=O)S(=O)(=O)C(F)(F)C(F)(F)F.O=C1OC[C@@H](F)O1.O=C1OC[C@@H](F)O1.O=C1OC[C@@H](F)O1.O=C1OC[C@@H](F)O1.O=C1OC[C@@H](F)O1.O=C1OC[C@@H](F)O1.O=C1OC[C@@H](F)O1.O=C1OC[C@@H](F)O1

Density functional theory data (ωB97M-V with the def2-TZVPD basis set) for C36H41IN2OPtSSi as an isolated structure.

Geometry as XYZ:
```
84
Properties=species:S:1:pos:R:3
Pt -0.33 0.20 0.01
I -1.97 1.45 1.96
C -2.30 2.92 0.51
C -3.21 3.90 0.81
C -3.47 4.92 -0.13
C -2.82 4.92 -1.32
C -1.87 3.92 -1.64
C -1.20 3.95 -2.89
C -0.28 2.99 -3.20
C 0.01 1.96 -2.28
C -0.62 1.86 -1.06
C -1.58 2.87 -0.72
H -3.71 3.90 1.76
H -4.19 5.69 0.11
H -3.01 5.69 -2.06
H -1.44 4.74 -3.59
H 0.23 3.01 -4.15
H 0.74 1.21 -2.56
C 2.40 2.05 1.69
C 1.95 0.78 2.33
C 2.31 0.46 3.62
C 1.85 -0.76 4.15
C 1.05 -1.58 3.41
C 0.67 -1.20 2.09
N 1.20 -0.05 1.59
N -0.21 -1.77 1.26
Si -0.97 -3.26 1.69
C -2.09 -3.97 0.36
C -2.11 -3.12 3.18
C 0.35 -4.57 2.04
H 3.26 1.86 1.04
H 2.70 2.78 2.44
H 1.60 2.47 1.08
H 2.92 1.13 4.20
H 2.11 -1.04 5.16
H 0.66 -2.49 3.83
H -2.73 -3.22 -0.11
H -2.73 -4.70 0.84
H -1.53 -4.48 -0.43
H -2.87 -2.35 3.01
H -1.61 -2.88 4.12
H -2.64 -4.07 3.33
H 1.33 -4.22 1.70
H 0.13 -5.50 1.52
H 0.44 -4.80 3.10
C -1.64 -2.94 -3.17
S -0.74 -2.29 -1.76
O -1.04 -0.79 -1.86
C 0.88 -2.58 -2.38
C 1.41 -1.72 -3.46
C 2.51 -2.45 -4.17
C 3.14 -3.53 -3.64
C 2.72 -4.12 -2.43
C 1.57 -3.66 -1.84
H -1.45 -2.29 -4.02
H -2.70 -2.93 -2.92
H -1.30 -3.96 -3.36
H 0.65 -1.33 -4.16
H 2.83 -2.07 -5.14
H 3.95 -3.98 -4.19
H 3.27 -4.95 -1.99
H 1.16 -4.17 -0.97
C 4.20 -0.95 -1.55
C 3.35 -0.12 -2.53
C 3.21 1.30 -1.95
C 1.98 -0.67 -2.56
C 3.95 -0.03 -3.93
C 3.23 0.63 -4.91
C 3.72 0.76 -6.20
C 4.96 0.23 -6.52
C 5.69 -0.43 -5.55
C 5.19 -0.56 -4.26
H 3.70 -0.99 -0.58
H 5.17 -0.47 -1.40
H 4.35 -1.96 -1.90
H 2.62 1.27 -1.03
H 2.72 1.98 -2.64
H 4.20 1.69 -1.73
H 1.42 -0.53 -1.63
H 2.25 1.04 -4.68
H 3.14 1.28 -6.95
H 5.36 0.33 -7.52
H 6.66 -0.86 -5.79
H 5.77 -1.10 -3.52
```

## Properties
ΔE to the lowest compared entry with this formula, charge and spin (kcal per mole): 105.5
Net charge: 0
F_max (eV/Å): 2.21
Kohn-Sham gap (alpha / beta) (hartree): 0.22591 / 0.22598
Highest occupied orbital energy (alpha / beta) (eV): -7.04 / -7.04
E_LUMO (alpha / beta) (eV): -0.89 / -0.89

Density functional theory data (ωB97M-V with the def2-TZVPD basis set) for C36H41IrNO7P as an isolated structure.

Geometry as XYZ:
```
87
Properties=species:S:1:pos:R:3
Ir 0.82 0.16 -0.15
O 3.47 3.85 2.13
C 3.08 2.74 1.50
O 3.44 2.41 0.40
C 2.09 1.96 2.35
O 1.87 0.67 1.82
C 2.96 -0.23 2.08
C 3.10 -1.29 0.99
O 3.81 -2.25 1.22
O 2.48 -1.07 -0.12
H 4.08 4.33 1.55
H 2.45 1.89 3.38
H 1.14 2.50 2.36
H 3.90 0.32 2.10
H 2.80 -0.71 3.05
C 0.04 0.17 -4.26
C 1.00 -0.02 -3.09
C 1.87 -1.28 -3.35
C 1.90 1.21 -2.92
C 0.27 -0.36 -1.84
H 0.61 0.27 -5.19
H -0.56 1.08 -4.14
H -0.64 -0.68 -4.36
H 2.51 -1.06 -4.21
H 1.25 -2.13 -3.60
H 2.50 -1.52 -2.50
H 2.48 1.37 -3.84
H 2.61 1.09 -2.10
H 1.30 2.10 -2.75
H -0.57 -1.04 -2.00
C -2.32 0.95 1.03
P -1.01 1.53 -0.08
C -0.62 3.22 0.45
C -1.40 3.93 1.36
C -1.04 5.22 1.72
C 0.09 5.81 1.17
C 0.86 5.12 0.25
C 0.52 3.82 -0.10
C -1.91 1.73 -1.65
C -1.81 2.88 -2.42
C -2.51 2.99 -3.61
C -3.32 1.95 -4.04
C -3.43 0.80 -3.28
C -2.73 0.68 -2.09
H -3.26 1.48 0.83
H -2.04 1.10 2.07
H -2.45 -0.12 0.87
H -2.28 3.48 1.78
H -1.65 5.76 2.44
H 0.36 6.82 1.46
H 1.74 5.58 -0.18
H 1.14 3.27 -0.80
H -1.20 3.71 -2.09
H -2.43 3.89 -4.20
H -3.87 2.04 -4.97
H -4.07 -0.01 -3.60
H -2.83 -0.22 -1.50
C -2.67 -3.77 2.37
O -1.45 -4.00 1.69
C -1.40 -3.76 0.37
C -2.50 -3.51 -0.44
C -2.36 -3.38 -1.81
C -1.11 -3.51 -2.41
C 0.00 -3.72 -1.60
C -0.13 -3.82 -0.23
N 1.04 -4.10 0.52
C 1.44 -3.80 1.73
C 0.95 -2.89 2.70
C 1.42 -3.11 4.02
C 1.07 -2.28 5.05
C 0.25 -1.17 4.76
C -0.17 -0.90 3.49
C 0.17 -1.73 2.39
O -0.16 -1.45 1.18
H -2.47 -3.93 3.42
H -3.45 -4.45 2.03
H -3.00 -2.73 2.22
H -3.49 -3.44 0.00
H -3.24 -3.22 -2.42
H -1.00 -3.44 -3.48
H 0.99 -3.80 -2.04
H 1.69 -4.69 0.02
H 2.33 -4.35 2.02
H 2.06 -3.96 4.21
H 1.41 -2.47 6.06
H -0.04 -0.50 5.57
H -0.76 -0.01 3.29
```

## Properties
ΔE to the lowest compared entry with this formula, charge and spin (kcal per mole): 0.0
Net charge: +1
F_max (eV/Å): 0.17
Kohn-Sham gap (alpha / beta) (hartree): 0.26460 / 0.27463
Multiplicity: 2
Highest occupied orbital energy (alpha / beta) (eV): -10.14 / -10.54
E_LUMO (alpha / beta) (eV): -2.94 / -3.07

Density functional theory data (ωB97M-V with the def2-TZVPD basis set) for C36H41N5RuSe as an isolated structure.

Geometry as XYZ:
```
84
Properties=species:S:1:pos:R:3
Ru -0.82 -0.58 0.22
N -4.07 2.18 1.81
N -2.27 -2.22 -2.45
C 1.44 -0.91 1.13
C 0.25 -1.27 1.92
C -0.05 -0.08 2.69
C -1.10 0.04 3.68
H -1.54 -0.91 3.97
H -2.08 0.74 2.91
H -0.85 0.66 4.55
C 0.73 1.00 2.22
C 0.49 2.40 2.63
H 0.50 2.51 3.72
H -0.51 2.72 2.30
H 1.22 3.09 2.21
C 1.71 0.49 1.34
C 2.89 1.24 0.86
H 2.61 2.13 0.28
H 3.55 0.63 0.24
H 3.49 1.60 1.72
C -0.16 -2.64 2.30
H 0.26 -2.98 3.26
H 0.18 -3.35 1.54
H -1.25 -2.69 2.38
C 2.45 -1.90 0.67
H 2.90 -1.58 -0.28
H 1.98 -2.88 0.52
H 3.26 -2.02 1.42
C -4.96 2.95 1.18
H -5.52 3.67 1.79
C -5.23 2.86 -0.20
H -6.02 3.48 -0.62
C -4.52 1.92 -0.94
H -4.70 1.84 -2.02
C -3.63 1.07 -0.29
H -3.10 0.28 -0.82
C -3.39 1.24 1.10
C -2.37 0.46 1.78
H -2.68 -0.62 1.77
C -1.28 -2.12 -1.52
C -2.56 -3.54 -2.69
H -3.40 -3.88 -3.29
C -1.59 -4.30 -2.09
H -1.44 -5.36 -2.14
N -0.64 -3.42 -1.56
C 0.75 -3.74 -1.55
C 1.14 -4.97 -0.96
C 2.42 -5.48 -1.21
H 2.71 -6.43 -0.77
C 3.35 -4.79 -1.99
C 4.71 -5.38 -2.28
H 5.49 -4.60 -2.30
H 4.73 -5.87 -3.27
H 4.97 -6.13 -1.53
C 2.97 -3.56 -2.53
H 3.70 -3.00 -3.11
C 1.68 -3.04 -2.37
C 1.39 -1.77 -3.09
H 0.34 -1.65 -3.37
H 2.00 -1.72 -4.00
H 1.69 -0.91 -2.48
C 0.25 -5.75 -0.06
H -0.50 -6.34 -0.60
H -0.24 -5.12 0.69
H 0.88 -6.46 0.48
C 1.95 4.04 -1.41
N 0.59 4.06 -0.91
C -0.24 2.98 -0.76
Se 0.09 1.14 -1.17
N -1.39 3.47 -0.24
C -1.28 4.83 0.05
C -2.06 5.62 0.89
C -1.54 6.88 1.23
C -0.28 7.29 0.76
C 0.52 6.45 -0.04
C -0.03 5.21 -0.39
H 2.12 4.95 -2.00
H 2.09 3.15 -2.04
H 2.68 4.03 -0.59
H -2.21 2.90 -0.05
H -3.01 5.23 1.25
H -2.12 7.54 1.86
H 0.08 8.28 1.04
H 1.52 6.71 -0.38
```

## Properties
Net charge: -1
F_max (eV/Å): 3.11
Kohn-Sham gap (alpha / beta) (hartree): 0.16065 / 0.23080
Multiplicity: 6
Highest occupied orbital energy (alpha / beta) (eV): -1.94 / -3.86
E_LUMO (alpha / beta) (eV): 2.43 / 2.42

What did the second record say?
Density functional theory data (ωB97M-V with the def2-TZVPD basis set) for C36H41IN2OPtSSi as an isolated structure.

Geometry as XYZ:
```
84
Properties=species:S:1:pos:R:3
Pt -0.33 0.20 0.01
I -1.97 1.45 1.96
C -2.30 2.92 0.51
C -3.21 3.90 0.81
C -3.47 4.92 -0.13
C -2.82 4.92 -1.32
C -1.87 3.92 -1.64
C -1.20 3.95 -2.89
C -0.28 2.99 -3.20
C 0.01 1.96 -2.28
C -0.62 1.86 -1.06
C -1.58 2.87 -0.72
H -3.71 3.90 1.76
H -4.19 5.69 0.11
H -3.01 5.69 -2.06
H -1.44 4.74 -3.59
H 0.23 3.01 -4.15
H 0.74 1.21 -2.56
C 2.40 2.05 1.69
C 1.95 0.78 2.33
C 2.31 0.46 3.62
C 1.85 -0.76 4.15
C 1.05 -1.58 3.41
C 0.67 -1.20 2.09
N 1.20 -0.05 1.59
N -0.21 -1.77 1.26
Si -0.97 -3.26 1.69
C -2.09 -3.97 0.36
C -2.11 -3.12 3.18
C 0.35 -4.57 2.04
H 3.26 1.86 1.04
H 2.70 2.78 2.44
H 1.60 2.47 1.08
H 2.92 1.13 4.20
H 2.11 -1.04 5.16
H 0.66 -2.49 3.83
H -2.73 -3.22 -0.11
H -2.73 -4.70 0.84
H -1.53 -4.48 -0.43
H -2.87 -2.35 3.01
H -1.61 -2.88 4.12
H -2.64 -4.07 3.33
H 1.33 -4.22 1.70
H 0.13 -5.50 1.52
H 0.44 -4.80 3.10
C -1.64 -2.94 -3.17
S -0.74 -2.29 -1.76
O -1.04 -0.79 -1.86
C 0.88 -2.58 -2.38
C 1.41 -1.72 -3.46
C 2.51 -2.45 -4.17
C 3.14 -3.53 -3.64
C 2.72 -4.12 -2.43
C 1.57 -3.66 -1.84
H -1.45 -2.29 -4.02
H -2.70 -2.93 -2.92
H -1.30 -3.96 -3.36
H 0.65 -1.33 -4.16
H 2.83 -2.07 -5.14
H 3.95 -3.98 -4.19
H 3.27 -4.95 -1.99
H 1.16 -4.17 -0.97
C 4.20 -0.95 -1.55
C 3.35 -0.12 -2.53
C 3.21 1.30 -1.95
C 1.98 -0.67 -2.56
C 3.95 -0.03 -3.93
C 3.23 0.63 -4.91
C 3.72 0.76 -6.20
C 4.96 0.23 -6.52
C 5.69 -0.43 -5.55
C 5.19 -0.56 -4.26
H 3.70 -0.99 -0.58
H 5.17 -0.47 -1.40
H 4.35 -1.96 -1.90
H 2.62 1.27 -1.03
H 2.72 1.98 -2.64
H 4.20 1.69 -1.73
H 1.42 -0.53 -1.63
H 2.25 1.04 -4.68
H 3.14 1.28 -6.95
H 5.36 0.33 -7.52
H 6.66 -0.86 -5.79
H 5.77 -1.10 -3.52
```

## Properties
ΔE to the lowest compared entry with this formula, charge and spin (kcal per mole): 105.5
Net charge: 0
F_max (eV/Å): 2.21
Kohn-Sham gap (alpha / beta) (hartree): 0.22591 / 0.22598
Highest occupied orbital energy (alpha / beta) (eV): -7.04 / -7.04
E_LUMO (alpha / beta) (eV): -0.89 / -0.89

- The highest net charge belongs to which entry?
  C36H41IrNO7P

What did the fourth record say?
Density functional theory data (ωB97M-V with the def2-TZVPD basis set) for C36H41N5RuSe as an isolated structure.

Geometry as XYZ:
```
84
Properties=species:S:1:pos:R:3
Ru -0.82 -0.58 0.22
N -4.07 2.18 1.81
N -2.27 -2.22 -2.45
C 1.44 -0.91 1.13
C 0.25 -1.27 1.92
C -0.05 -0.08 2.69
C -1.10 0.04 3.68
H -1.54 -0.91 3.97
H -2.08 0.74 2.91
H -0.85 0.66 4.55
C 0.73 1.00 2.22
C 0.49 2.40 2.63
H 0.50 2.51 3.72
H -0.51 2.72 2.30
H 1.22 3.09 2.21
C 1.71 0.49 1.34
C 2.89 1.24 0.86
H 2.61 2.13 0.28
H 3.55 0.63 0.24
H 3.49 1.60 1.72
C -0.16 -2.64 2.30
H 0.26 -2.98 3.26
H 0.18 -3.35 1.54
H -1.25 -2.69 2.38
C 2.45 -1.90 0.67
H 2.90 -1.58 -0.28
H 1.98 -2.88 0.52
H 3.26 -2.02 1.42
C -4.96 2.95 1.18
H -5.52 3.67 1.79
C -5.23 2.86 -0.20
H -6.02 3.48 -0.62
C -4.52 1.92 -0.94
H -4.70 1.84 -2.02
C -3.63 1.07 -0.29
H -3.10 0.28 -0.82
C -3.39 1.24 1.10
C -2.37 0.46 1.78
H -2.68 -0.62 1.77
C -1.28 -2.12 -1.52
C -2.56 -3.54 -2.69
H -3.40 -3.88 -3.29
C -1.59 -4.30 -2.09
H -1.44 -5.36 -2.14
N -0.64 -3.42 -1.56
C 0.75 -3.74 -1.55
C 1.14 -4.97 -0.96
C 2.42 -5.48 -1.21
H 2.71 -6.43 -0.77
C 3.35 -4.79 -1.99
C 4.71 -5.38 -2.28
H 5.49 -4.60 -2.30
H 4.73 -5.87 -3.27
H 4.97 -6.13 -1.53
C 2.97 -3.56 -2.53
H 3.70 -3.00 -3.11
C 1.68 -3.04 -2.37
C 1.39 -1.77 -3.09
H 0.34 -1.65 -3.37
H 2.00 -1.72 -4.00
H 1.69 -0.91 -2.48
C 0.25 -5.75 -0.06
H -0.50 -6.34 -0.60
H -0.24 -5.12 0.69
H 0.88 -6.46 0.48
C 1.95 4.04 -1.41
N 0.59 4.06 -0.91
C -0.24 2.98 -0.76
Se 0.09 1.14 -1.17
N -1.39 3.47 -0.24
C -1.28 4.83 0.05
C -2.06 5.62 0.89
C -1.54 6.88 1.23
C -0.28 7.29 0.76
C 0.52 6.45 -0.04
C -0.03 5.21 -0.39
H 2.12 4.95 -2.00
H 2.09 3.15 -2.04
H 2.68 4.03 -0.59
H -2.21 2.90 -0.05
H -3.01 5.23 1.25
H -2.12 7.54 1.86
H 0.08 8.28 1.04
H 1.52 6.71 -0.38
```

## Properties
Net charge: -1
F_max (eV/Å): 3.11
Kohn-Sham gap (alpha / beta) (hartree): 0.16065 / 0.23080
Multiplicity: 6
Highest occupied orbital energy (alpha / beta) (eV): -1.94 / -3.86
E_LUMO (alpha / beta) (eV): 2.43 / 2.42

- Look up the F_max of the fourth one.
  3.11 eV/Å